Below is C15H20ClNO4S in the gas phase, with properties calculated with ωB97M-V/def2-TZVPD.

Each line ends with the Löwdin charge.
Positions of all 42 atoms, in Å:
C (-3.770, 1.932, 2.555)  -0.098
C (-3.852, 1.998, 1.035)  -0.279
C (-2.881, 1.045, 0.367)  -0.217
S (-1.173, 1.673, 0.453)  0.683
O (-1.190, 3.103, 0.397)  -0.272
O (-0.426, 0.966, -0.552)  -0.259
N (-0.686, 1.211, 1.991)  -0.237
C (0.049, 2.197, 2.759)  -0.203
C (1.535, 2.181, 2.417)  -0.155
C (2.109, 0.788, 2.663)  -0.141
C (1.339, -0.261, 1.859)  -0.180
C (1.681, -0.182, 0.374)  -0.456
O (2.449, 0.599, -0.112)  0.137
O (1.100, -1.217, -0.251)  0.019
C (1.084, -1.391, -1.617)  -0.247
C (1.450, -0.438, -2.556)  0.000
C (1.361, -0.734, -3.905)  -0.068
C (0.913, -1.972, -4.332)  -0.089
C (0.534, -2.927, -3.403)  -0.107
C (0.618, -2.633, -2.055)  -0.586
Cl (0.133, -3.804, -0.885)  0.714
C (-0.177, -0.133, 2.106)  -0.144
H (-4.007, 0.930, 2.908)  0.078
H (-4.478, 2.628, 2.999)  0.075
H (-2.771, 2.190, 2.888)  0.052
H (-3.612, 3.008, 0.700)  0.102
H (-4.869, 1.761, 0.712)  0.112
H (-2.872, 0.064, 0.832)  0.099
H (-3.074, 0.942, -0.698)  0.105
H (-0.104, 1.975, 3.822)  0.131
H (-0.390, 3.166, 2.524)  0.111
H (2.062, 2.918, 3.026)  0.118
H (1.659, 2.445, 1.366)  0.115
H (2.039, 0.544, 3.726)  0.121
H (3.160, 0.765, 2.371)  0.121
H (1.634, -1.268, 2.175)  0.161
H (1.784, 0.529, -2.224)  0.111
H (1.647, 0.015, -4.628)  0.106
H (0.851, -2.198, -5.385)  0.102
H (0.174, -3.894, -3.715)  0.104
H (-0.397, -0.482, 3.122)  0.138
H (-0.716, -0.757, 1.392)  0.121

The HOMO energy is -8.87 eV. The energy above the lowest of the compared OMol25 structures with the same formula, charge and spin comes out at 0.384 eV. The LUMO energy comes out at 0.60 eV.

=====

Below is C12H27N3O6RuS as an isolated structure, with properties calculated with ωB97M-V/def2-TZVPD.

Each line ends with the Löwdin spin population.
Positions of all 50 atoms, in Å:
Ru (0.765, -0.509, 0.222)  2.454
O (1.601, 0.829, -1.684)  0.063
C (1.847, -0.201, -2.673)  0.001
C (2.577, -1.342, -2.011)  0.004
N (1.769, -1.963, -0.915)  0.009
C (2.697, -2.598, 0.064)  0.007
C (3.263, -1.544, 1.001)  0.010
O (4.222, -1.717, 1.681)  0.013
O (2.494, -0.421, 1.093)  0.114
C (0.714, -2.870, -1.458)  0.006
C (-0.593, -2.129, -1.660)  0.014
O (-1.450, -2.462, -2.407)  0.021
O (-0.724, -1.036, -0.838)  0.186
H (2.440, 1.273, -1.500)  0.001
H (2.429, 0.193, -3.504)  0.001
H (0.869, -0.488, -3.055)  0.000
H (3.498, -0.967, -1.562)  0.000
H (2.852, -2.113, -2.735)  0.001
H (3.501, -3.135, -0.440)  0.000
H (2.130, -3.311, 0.664)  0.001
H (0.539, -3.673, -0.741)  -0.001
H (1.028, -3.318, -2.399)  0.000
C (-0.606, 0.162, 4.649)  0.002
S (0.712, 0.233, 3.471)  0.012
C (1.641, -1.193, 3.977)  0.004
O (-0.020, -0.169, 2.150)  0.096
H (-1.024, -0.842, 4.674)  0.000
H (-1.355, 0.891, 4.345)  0.000
H (-0.190, 0.446, 5.616)  0.000
H (1.828, -1.098, 5.048)  0.000
H (2.586, -1.206, 3.441)  0.000
H (1.032, -2.076, 3.775)  0.000
C (-3.212, 1.211, -0.082)  0.001
C (-2.572, 2.131, -1.111)  0.033
C (-2.631, 1.544, -2.518)  0.013
C (-3.187, 3.538, -1.056)  0.037
N (-1.123, 2.313, -0.801)  0.528
N (-0.550, 1.952, 0.337)  0.328
H (-4.215, 0.976, -0.435)  0.000
H (-3.333, 1.695, 0.891)  0.000
H (-2.677, 0.267, 0.020)  0.000
H (-3.669, 1.537, -2.847)  0.002
H (-2.258, 0.519, -2.534)  0.000
H (-2.066, 2.151, -3.228)  0.000
H (-4.259, 3.436, -1.227)  0.006
H (-2.778, 4.188, -1.829)  0.000
H (-3.039, 4.000, -0.079)  0.000
H (-0.492, 2.677, -1.510)  0.009
H (-1.209, 1.662, 1.054)  0.007
H (0.199, 2.556, 0.666)  0.016

As for the net charge: +2. The HOMO energy (spin up / spin down) is -16.01 / -15.92 eV. Its spin multiplicity is 5. The energy above the lowest of the compared OMol25 structures with the same formula, charge and spin comes out at 0.000 eV. The LUMO energy (spin up / spin down) comes out at -6.36 / -8.33 eV.

=====

Below is C2H4N2OS in the gas phase, with properties calculated with ωB97M-V/def2-TZVPD.

Each line ends with the Löwdin charge.
Positions of all 10 atoms, in Å:
H (0.663, 0.781, -3.046)  0.027
N (0.198, -0.114, -3.092)  0.064
C (0.099, -0.690, -1.937)  -0.334
N (0.298, 0.030, -0.838)  0.039
O (0.294, -0.979, 0.289)  -0.082
C (-0.208, -0.498, 1.336)  -0.736
S (-0.329, 1.055, 2.024)  0.604
H (-0.091, -1.811, -1.869)  0.153
H (0.152, 1.092, -0.542)  0.167
H (-0.628, -1.399, 1.866)  0.097

The HOMO energy is -9.53 eV. The energy above the lowest of the compared OMol25 structures with the same formula, charge and spin comes out at 4.814 eV. The LUMO energy comes out at -0.23 eV.

=====

Below is C17H24N2O3S in the gas phase, with properties calculated with ωB97M-V/def2-TZVPD.

Each line ends with the Löwdin charge.
Positions of all 47 atoms, in Å:
C (-0.174, -4.918, -1.551)  -0.099
O (-1.215, -4.785, -0.616)  -0.226
C (-0.984, -5.498, 0.585)  -0.222
C (-2.132, -5.238, 1.558)  -0.066
C (-2.081, -3.850, 2.192)  -0.467
O (-2.134, -3.684, 3.391)  0.071
N (-1.985, -2.865, 1.262)  0.138
C (-1.864, -1.488, 1.444)  -0.203
C (-1.946, -0.876, 2.692)  0.000
C (-1.803, 0.496, 2.799)  -0.017
C (-1.592, 1.272, 1.673)  -0.194
C (-1.517, 0.662, 0.423)  -0.153
C (-1.647, -0.708, 0.308)  0.041
C (-1.273, 1.571, -0.742)  -0.074
N (-0.176, 2.484, -0.444)  -0.040
C (0.818, 2.608, -1.352)  -0.455
O (0.790, 2.036, -2.427)  0.053
C (1.971, 3.515, -0.954)  -0.188
C (3.011, 3.552, -2.061)  -0.508
S (4.413, 4.613, -1.571)  0.780
C (5.451, 4.366, -3.037)  -0.421
C (-0.148, 3.107, 0.865)  -0.145
C (-1.397, 2.757, 1.681)  -0.111
H (-0.465, -4.341, -2.426)  0.092
H (-0.032, -5.967, -1.836)  0.091
H (0.769, -4.529, -1.151)  0.094
H (-0.918, -6.574, 0.365)  0.127
H (-0.027, -5.183, 1.029)  0.135
H (-2.103, -5.973, 2.363)  0.124
H (-3.077, -5.344, 1.021)  0.130
H (-1.898, -3.183, 0.301)  0.123
H (-2.109, -1.480, 3.568)  0.099
H (-1.858, 0.963, 3.772)  0.113
H (-1.578, -1.178, -0.663)  0.122
H (-2.179, 2.153, -0.958)  0.141
H (-0.995, 1.019, -1.642)  0.122
H (1.600, 4.525, -0.762)  0.117
H (2.429, 3.147, -0.033)  0.115
H (3.394, 2.550, -2.256)  0.086
H (2.580, 3.954, -2.978)  0.086
H (5.705, 3.313, -3.125)  0.031
H (6.349, 4.956, -2.893)  0.024
H (4.916, 4.705, -3.920)  0.032
H (-0.074, 4.195, 0.757)  0.124
H (0.734, 2.761, 1.418)  0.130
H (-1.280, 3.137, 2.696)  0.121
H (-2.269, 3.245, 1.235)  0.125

The HOMO energy is -8.34 eV. The energy above the lowest of the compared OMol25 structures with the same formula, charge and spin comes out at 0.695 eV. The LUMO energy comes out at 0.64 eV.

=====

Below is C2H4BrN as an isolated structure, with properties calculated with ωB97M-V/def2-TZVPD.

Each line ends with the Löwdin charge.
Positions of all 8 atoms, in Å:
C (-0.653, -0.051, -0.020)  -0.169
C (1.363, 0.171, 0.004)  0.026
N (-1.780, 0.665, 0.035)  -0.541
Br (-3.353, -0.260, 0.051)  0.599
H (-0.662, -1.074, -0.137)  -0.003
H (1.417, 1.059, -0.514)  -0.028
H (1.925, -0.668, -0.514)  0.052
H (1.743, 0.159, 1.095)  0.063

The HOMO energy is -9.64 eV. The energy above the lowest of the compared OMol25 structures with the same formula, charge and spin comes out at 3.680 eV. The LUMO energy comes out at 0.10 eV.

=====

Below is a 5-piece molecular cluster, C12H35NO5 overall, with properties calculated with ωB97M-V/def2-TZVPD.

Each line ends with the Löwdin charge.
Positions of all 53 atoms, in Å:
C (2.408, 0.732, -5.131)  -0.106
O (1.835, 0.911, -3.855)  -0.185
C (0.883, 1.932, -3.823)  -0.247
C (0.216, 1.962, -2.464)  -0.439
C (-0.898, 3.001, -2.426)  -0.067
N (1.189, 2.214, -1.372)  0.038
H (2.973, -0.196, -5.125)  0.087
H (3.092, 1.555, -5.379)  0.090
H (1.634, 0.694, -5.906)  0.086
H (1.324, 2.927, -4.006)  0.135
H (0.103, 1.785, -4.588)  0.126
H (-0.255, 1.002, -2.237)  0.129
H (-0.493, 4.017, -2.443)  0.078
H (-1.559, 2.849, -1.577)  0.078
H (-1.528, 2.915, -3.318)  0.077
H (2.018, 1.662, -1.580)  0.063
H (1.509, 3.178, -1.457)  0.065
C (-2.956, 0.421, 3.682)  -0.094
C (-3.326, 1.851, 3.967)  -0.318
O (-4.463, 2.167, 3.138)  -0.096
H (-2.724, 0.324, 2.621)  0.069
H (-3.757, -0.262, 3.959)  0.077
H (-2.042, 0.106, 4.189)  0.070
H (-2.503, 2.516, 3.691)  0.107
H (-3.596, 1.998, 5.016)  0.106
H (-4.635, 3.109, 3.209)  0.071
C (-0.477, -4.728, -3.792)  -0.090
C (-1.325, -3.883, -2.854)  -0.322
O (-2.670, -3.740, -3.306)  -0.079
H (-1.099, -5.440, -4.339)  0.073
H (0.243, -5.318, -3.225)  0.069
H (0.022, -4.127, -4.554)  0.066
H (-0.854, -2.904, -2.722)  0.095
H (-1.375, -4.327, -1.859)  0.107
H (-2.773, -2.897, -3.752)  0.078
C (-0.295, -1.236, 0.278)  -0.083
C (0.278, -1.911, 1.524)  -0.329
O (0.050, -1.151, 2.687)  -0.088
H (-1.335, -0.966, 0.440)  0.072
H (-0.140, -1.839, -0.620)  0.053
H (0.290, -0.330, 0.071)  0.059
H (1.347, -2.109, 1.373)  0.109
H (-0.193, -2.891, 1.641)  0.107
H (0.700, -0.435, 2.699)  0.042
C (2.717, 0.264, 5.786)  -0.092
C (3.168, 0.535, 4.390)  -0.284
O (1.979, 0.761, 3.577)  -0.105
H (1.939, -0.498, 5.768)  0.081
H (2.270, 1.175, 6.190)  0.079
H (3.507, -0.066, 6.458)  0.076
H (3.693, -0.312, 3.945)  0.110
H (3.807, 1.415, 4.322)  0.110
H (2.076, 1.584, 3.090)  0.087

The HOMO energy is -9.57 eV. The energy above the lowest of the compared OMol25 structures with the same formula, charge and spin comes out at 0.021 eV. The LUMO energy comes out at 0.58 eV.

=====

Below is C11H18AlIN5O5P as an isolated structure, with properties calculated with ωB97M-V/def2-TZVPD.

Each line ends with the Löwdin charge.
Positions of all 42 atoms, in Å:
Al (0.032, -0.566, 0.273)  0.000
N (2.177, -1.736, -0.188)  0.113
N (2.729, -1.938, 1.096)  0.066
C (1.946, -1.806, 2.178)  -0.327
N (2.410, -1.896, 3.401)  0.277
N (0.660, -1.597, 1.841)  0.146
N (-0.265, -1.018, 2.653)  -0.279
O (-1.130, -0.449, 1.894)  0.113
O (-0.285, -1.023, 3.848)  0.212
H (2.180, -2.622, -0.681)  0.136
H (2.767, -1.079, -0.687)  0.136
H (3.709, -2.146, 1.187)  0.179
H (3.397, -1.978, 3.596)  0.156
H (1.774, -1.820, 4.177)  0.131
I (1.205, 7.855, -0.259)  0.991
C (0.972, 5.799, -0.150)  -0.715
C (1.797, 5.059, 0.695)  -0.119
C (1.641, 3.690, 0.768)  0.010
C (0.664, 3.058, -0.007)  -0.141
C (-0.157, 3.807, -0.852)  0.013
C (-0.006, 5.177, -0.923)  -0.118
C (0.496, 1.628, 0.075)  -0.388
O (1.163, 0.854, 0.862)  0.080
O (-0.368, 0.969, -0.644)  0.085
H (2.552, 5.555, 1.291)  0.105
H (2.267, 3.100, 1.425)  0.126
H (-0.914, 3.311, -1.447)  0.129
H (-0.641, 5.764, -1.572)  0.106
C (-3.051, -3.206, -0.396)  -0.132
P (-1.963, -2.292, -1.464)  0.691
C (-1.440, -3.318, -2.814)  -0.138
C (-2.812, -0.857, -2.084)  -0.133
O (-0.708, -1.854, -0.658)  -0.225
H (-3.938, -3.521, -0.951)  0.083
H (-3.358, -2.564, 0.432)  0.075
H (-2.538, -4.087, -0.009)  0.077
H (-2.316, -3.666, -3.368)  0.084
H (-0.894, -4.182, -2.434)  0.075
H (-0.804, -2.739, -3.487)  0.076
H (-3.708, -1.149, -2.635)  0.084
H (-2.145, -0.297, -2.742)  0.079
H (-3.095, -0.224, -1.241)  0.078

As for the net charge: +2. The HOMO energy is -13.30 eV. The LUMO energy comes out at -7.13 eV.